{
  "formula": "C48H134N10O14",
  "method": "the ωB97M-V functional and the def2-TZVPD basis",
  "relative_energy_kj_mol": 0.0,
  "homo_lumo_gap_ev": 8.80,
  "lumo_ev": 0.1,
  "symbols": ["C", "C", "C", "O", "C", "N", "H", "H", "H", "H", "H", "H", "H", "H", "H", "H", "H", "C", "C", "C", "O", "C", "N", "H", "H", "H", "H", "H", "H", "H", "H", "H", "H", "H", "C", "C", "C", "O", "C", "N", "H", "H", "H", "H", "H", "H", "H", "H", "H", "H", "H", "C", "C", "C", "O", "C", "N", "H", "H", "H", "H", "H", "H", "H", "H", "H", "H", "H", "C", "C", "C", "O", "C", "N", "H", "H", "H", "H", "H", "H", "H", "H", "H", "H", "H", "C", "C", "C", "O", "C", "N", "H", "H", "H", "H", "H", "H", "H", "H", "H", "H", "H", "C", "C", "C", "O", "C", "N", "H", "H", "H", "H", "H", "H", "H", "H", "H", "H", "H", "C", "C", "C", "O", "C", "N", "H", "H", "H", "H", "H", "H", "H", "H", "H", "H", "H", "C", "C", "C", "O", "C", "N", "H", "H", "H", "H", "H", "H", "H", "H", "H", "H", "H", "C", "C", "C", "O", "C", "N", "H", "H", "H", "H", "H", "H", "H", "H", "H", "H", "H", "C", "C", "O", "H", "H", "H", "H", "H", "H", "C", "C", "O", "H", "H", "H", "H", "H", "H", "C", "C", "O", "H", "H", "H", "H", "H", "H", "C", "C", "O", "H", "H", "H", "H", "H", "H"],
  "coordinates": [[-8.5377, 13.6080, 11.2000], [-9.2000, 13.4431, 9.8537], [-10.6103, 13.9584, 9.8258], [-11.1127, 13.7326, 8.5061], [-12.5287, 13.6158, 8.3957], [-8.3687, 14.1408, 8.8519], [-7.4831, 13.3589, 11.1216], [-9.0537, 13.0570, 11.9904], [-8.5945, 14.6496, 11.5412], [-9.1122, 12.3828, 9.6014], [-10.6457, 15.0269, 10.0753], [-11.2152, 13.3996, 10.5490], [-12.8320, 12.5823, 8.6391], [-12.7873, 13.8030, 7.3513], [-13.1527, 14.2660, 9.0276], [-8.7526, 13.9941, 7.9223], [-8.4614, 15.1445, 9.0258], [-13.3723, 11.7620, 11.3430], [-14.2556, 10.5948, 11.7311], [-15.2489, 10.2242, 10.6563], [-16.1340, 11.2833, 10.4133], [-17.4001, 10.8347, 10.0132], [-13.4636, 9.4335, 12.1473], [-12.6427, 11.4733, 10.5752], [-12.8319, 12.1809, 12.1917], [-13.9683, 12.5421, 10.8595], [-14.8077, 10.8964, 12.6349], [-15.7683, 9.2884, 10.9086], [-14.6881, 9.9691, 9.7360], [-17.9846, 11.6856, 9.6638], [-17.8957, 10.4000, 10.8877], [-17.3530, 10.1233, 9.1829], [-14.0559, 8.6968, 12.5212], [-12.9800, 9.0167, 11.3509], [-15.0461, 18.0712, 20.0926], [-14.2561, 16.7817, 20.2290], [-13.1491, 16.6495, 19.2165], [-13.5728, 16.4568, 17.8820], [-14.3371, 15.2741, 17.6944], [-13.6438, 16.7129, 21.5866], [-14.3924, 18.9407, 20.1514], [-15.8102, 18.1370, 20.8675], [-15.5341, 18.0709, 19.1143], [-14.9509, 15.9337, 20.1127], [-12.5147, 15.7951, 19.5097], [-12.5150, 17.5355, 19.2090], [-14.3478, 15.1189, 16.6168], [-15.3675, 15.4081, 18.0436], [-13.8904, 14.4277, 18.2287], [-13.2885, 15.7812, 21.7764], [-14.3576, 16.9310, 22.2720], [-18.9540, 24.6524, 10.9058], [-19.5530, 23.4339, 11.5996], [-18.4383, 22.5194, 12.1235], [-17.7612, 21.8650, 11.1175], [-18.4266, 20.7316, 10.5647], [-20.3667, 23.8668, 12.7388], [-19.6952, 25.3939, 10.6026], [-18.4577, 24.2964, 9.9978], [-18.2570, 25.1496, 11.5791], [-20.1233, 22.8115, 10.8891], [-18.9106, 21.8368, 12.8527], [-17.7307, 23.1463, 12.6684], [-17.7537, 20.3279, 9.8173], [-19.3997, 21.0070, 10.1581], [-18.5338, 19.9759, 11.3579], [-20.7361, 23.0569, 13.2445], [-21.2029, 24.3360, 12.3970], [-11.9572, 11.8151, 15.7959], [-12.8654, 10.6401, 16.1062], [-14.3082, 11.0921, 16.0563], [-15.0958, 10.0219, 16.5252], [-16.4103, 10.4073, 16.6998], [-12.5837, 9.5429, 15.1882], [-10.9224, 11.5339, 15.9807], [-12.2119, 12.6651, 16.4360], [-12.0598, 12.1521, 14.7609], [-12.6486, 10.3146, 17.1246], [-14.5981, 11.4556, 15.0604], [-14.4632, 11.9067, 16.7826], [-16.9823, 9.5743, 17.0925], [-16.8575, 10.7490, 15.7594], [-16.4523, 11.2384, 17.4186], [-13.4282, 8.9519, 15.1528], [-12.6585, 9.9014, 14.2236], [-17.5568, 18.0454, 8.3163], [-18.7561, 17.2322, 8.7828], [-19.8434, 18.0549, 9.4435], [-20.3592, 18.9821, 8.5772], [-21.6817, 19.3209, 8.9225], [-19.2841, 16.5326, 7.5518], [-17.9323, 18.8116, 7.6289], [-16.8362, 17.4353, 7.7805], [-17.1003, 18.5825, 9.1492], [-18.4266, 16.4260, 9.4430], [-19.3928, 18.5637, 10.3085], [-20.5568, 17.3160, 9.8301], [-21.9900, 20.1668, 8.3047], [-21.7432, 19.6191, 9.9748], [-22.3959, 18.5214, 8.6863], [-19.9314, 15.8043, 7.8729], [-19.9080, 17.2225, 7.1154], [-14.3601, 19.6835, 8.2010], [-13.7489, 18.3664, 8.6688], [-12.5955, 17.8864, 7.8306], [-12.9333, 17.7281, 6.4682], [-13.7898, 16.6490, 6.2412], [-13.3336, 18.5032, 10.0845], [-15.2774, 19.9128, 8.7503], [-14.5915, 19.6606, 7.1260], [-13.7392, 20.5778, 8.3394], [-14.5579, 17.6270, 8.6067], [-12.2323, 16.9115, 8.1945], [-11.7512, 18.5769, 7.8511], [-13.9759, 16.4543, 5.1839], [-14.8095, 16.7912, 6.6254], [-13.3881, 15.7267, 6.6848], [-13.9989, 19.1183, 10.5632], [-12.4145, 18.9794, 10.1028], [-14.6414, 21.9932, 13.9596], [-14.4845, 20.6464, 13.2546], [-15.1839, 19.5081, 13.9453], [-14.7579, 19.4140, 15.2893], [-15.4139, 18.3680, 15.9726], [-14.9748, 20.6794, 11.8822], [-13.8949, 22.7230, 13.6514], [-14.5857, 21.9489, 15.0554], [-15.6751, 22.3401, 13.8128], [-13.4138, 20.4118, 13.2377], [-14.9934, 18.5929, 13.3705], [-16.2840, 19.6367, 13.9976], [-15.1452, 17.3798, 15.5782], [-16.5149, 18.4386, 15.9377], [-15.0838, 18.4502, 17.0051], [-14.5074, 21.4117, 11.3546], [-15.9583, 20.9597, 11.9348], [-15.9448, 14.2807, 8.4961], [-16.0638, 13.7586, 7.0840], [-16.9594, 12.5338, 7.0632], [-17.2159, 12.1615, 5.7318], [-17.9265, 10.9729, 5.6397], [-16.6826, 14.8702, 6.2334], [-16.9455, 14.5143, 8.8941], [-15.3805, 15.2118, 8.5564], [-15.5232, 13.5795, 9.2251], [-15.0657, 13.5098, 6.7099], [-17.9297, 12.7241, 7.5638], [-16.5177, 11.6819, 7.6179], [-18.0150, 10.6922, 4.5966], [-18.9274, 11.0682, 6.0859], [-17.4076, 10.1639, 6.1754], [-17.3698, 15.3510, 6.8136], [-17.1895, 14.3031, 5.5536], [-13.7765, 14.8335, 13.8046], [-13.7067, 15.3523, 12.3743], [-15.0962, 15.6452, 11.8300], [-15.8108, 16.3921, 12.7400], [-16.7833, 17.2383, 12.1492], [-12.8988, 16.5903, 12.3431], [-14.2056, 15.6310, 14.4125], [-12.7968, 14.5695, 14.1894], [-14.4251, 13.9513, 13.8343], [-13.2713, 14.5824, 11.7342], [-15.6295, 14.6991, 11.5984], [-15.0273, 16.1380, 10.8501], [-16.3459, 18.0468, 11.5445], [-17.4280, 17.6084, 12.9419], [-17.3774, 16.5968, 11.4720], [-12.9222, 16.9843, 11.3750], [-13.4683, 17.2865, 12.8358], [-17.8734, 13.3865, 13.6512], [-18.9196, 14.3861, 13.2338], [-20.2149, 13.8851, 13.5907], [-17.9961, 12.4356, 13.1296], [-18.0343, 13.1474, 14.7039], [-16.8612, 13.7674, 13.5033], [-18.8955, 14.6136, 12.1624], [-18.7272, 15.3276, 13.7481], [-20.5312, 13.4109, 12.8154], [-9.1262, 19.1786, 12.3431], [-10.5230, 19.5937, 11.8953], [-10.6310, 19.6915, 10.4678], [-8.9190, 18.1701, 11.9874], [-9.0584, 19.1906, 13.4323], [-8.3770, 19.8640, 11.9384], [-10.8070, 20.5357, 12.3848], [-11.2391, 18.8407, 12.2363], [-10.2464, 20.5417, 10.2211], [-20.3637, 18.1561, 13.2476], [-19.7791, 19.0464, 14.3265], [-18.9927, 18.2575, 15.2499], [-19.5899, 17.4058, 13.0539], [-20.6651, 18.7992, 12.4267], [-21.1924, 17.5272, 13.5819], [-20.5765, 19.5702, 14.8740], [-19.1114, 19.8020, 13.8853], [-18.9656, 18.7112, 16.0947], [-8.4485, 15.3980, 14.5735], [-9.8969, 15.7805, 14.3406], [-10.1531, 15.8321, 12.9324], [-7.7763, 15.9598, 13.9286], [-8.3119, 14.3268, 14.3814], [-8.1382, 15.5316, 15.6128], [-10.0584, 16.7764, 14.7871], [-10.5821, 15.0809, 14.8358], [-10.9745, 16.3711, 12.8103]],
  "forces_ev_per_angstrom": [[-0.235, 0.845, 0.579], [1.234, 0.266, -0.416], [-0.639, -0.749, -0.179], [-0.728, 0.445, 0.120], [0.228, -0.698, -0.068], [-0.087, 0.271, 0.032], [-0.007, -0.318, 0.103], [0.189, -0.269, -0.111], [0.020, -0.070, -0.204], [-0.590, -0.030, -0.152], [0.022, -0.044, 0.043], [-0.100, 0.119, 0.094], [0.025, 0.222, -0.103], [0.070, -0.008, 0.116], [0.586, 0.261, 0.027], [-0.051, -0.032, 0.132], [0.170, -0.204, -0.069], [0.124, 0.014, -0.689], [-0.075, -0.186, 0.982], [0.475, -0.432, -0.557], [0.040, 0.301, -0.184], [-0.384, 0.161, 0.172], [0.254, -0.145, -0.373], [0.014, -0.183, 0.235], [-0.028, -0.061, 0.028], [-0.072, 0.014, 0.301], [-0.154, -0.021, -0.242], [-0.180, 0.247, 0.313], [-0.059, 0.165, 0.007], [0.084, 0.088, 0.131], [-0.223, -0.245, -0.219], [0.041, -0.165, 0.103], [-0.028, 0.160, -0.005], [0.026, 0.213, 0.163], [0.043, -0.272, -0.342], [-0.240, -0.244, 1.154], [0.553, -0.419, -0.249], [-0.254, -0.081, 0.163], [0.077, 0.594, -0.104], [-0.141, 0.288, -0.638], [0.041, 0.022, 0.072], [-0.047, 0.063, -0.015], [-0.055, 0.131, 0.130], [0.059, 0.177, -0.152], [-0.016, 0.073, 0.012], [-0.049, 0.078, 0.080], [-0.029, -0.312, 0.081], [0.023, -0.096, -0.045], [0.030, -0.070, -0.147], [-0.096, 0.096, 0.005], [0.119, -0.113, 0.069], [-0.184, -0.436, -0.348], [-0.011, -0.005, 0.100], [-1.057, 0.841, 0.828], [0.602, -0.571, -0.781], [0.489, 0.431, 0.918], [-0.486, -0.373, 0.083], [-0.163, -0.142, 0.051], [0.215, 0.270, 0.152], [0.131, -0.036, -0.063], [-0.062, 0.362, -0.061], [0.266, -0.208, -0.131], [0.153, -0.112, 0.041], [-0.206, 0.104, -0.245], [0.023, -0.219, -0.188], [-0.163, 0.096, -0.071], [0.274, 0.195, -0.118], [0.243, 0.164, 0.040], [0.056, 0.183, 0.197], [0.175, 0.443, -0.439], [0.193, 0.092, 1.174], [0.434, -0.563, -0.627], [-0.641, 0.481, 0.202], [-1.101, -0.260, -0.955], [0.078, 0.080, -0.117], [0.119, -0.016, 0.003], [0.013, -0.111, -0.049], [-0.134, -0.127, 0.077], [-0.095, -0.198, -0.087], [0.147, 0.272, -0.259], [-0.039, -0.157, 0.014], [-0.118, 0.000, -0.043], [-0.218, 0.002, -0.010], [0.556, -0.127, 0.630], [0.626, 0.070, 0.322], [-0.598, 0.581, 0.164], [0.289, -0.768, -1.684], [1.540, -1.199, 1.436], [-0.859, 0.448, -0.860], [-0.363, 0.574, -0.439], [-0.667, 0.380, 0.926], [0.172, -0.048, -0.060], [0.104, -0.087, 0.098], [0.239, -0.273, -0.022], [-0.056, 0.196, 0.281], [-0.286, -0.217, 0.071], [-0.481, 0.307, -0.098], [0.203, 0.059, 0.079], [-0.135, -0.132, 0.008], [0.215, -0.164, 0.331], [0.253, 0.119, -0.169], [0.390, -0.269, -0.180], [-0.165, 0.482, -0.915], [-0.567, 0.952, 1.003], [0.364, -0.557, -0.401], [0.065, 0.391, -0.440], [-0.875, -0.710, 0.067], [0.473, -0.082, -0.459], [-0.041, -0.231, -0.026], [-0.121, -0.097, 0.230], [0.392, -0.391, 0.125], [0.157, -0.096, 0.139], [-0.024, 0.137, 0.264], [-0.070, 0.155, 0.114], [0.548, 0.334, -0.113], [0.205, 0.104, 0.228], [-0.029, 0.103, -0.013], [0.209, -0.179, -0.011], [-0.684, -0.220, 0.024], [-0.743, -0.099, 0.906], [0.617, 0.544, 0.244], [-0.454, -0.146, 0.594], [0.046, -0.175, -0.348], [-0.014, -0.046, 0.312], [-0.382, -0.009, -0.109], [-0.219, 0.107, -0.336], [0.366, -0.421, -0.191], [0.287, 0.285, -0.384], [-0.042, -0.170, -0.061], [0.012, -0.017, 0.269], [0.094, 0.195, -0.479], [0.088, 0.109, -0.007], [0.233, 0.220, -0.183], [-0.004, -0.224, -0.015], [-0.053, -0.034, 0.059], [0.251, 0.019, -0.370], [-0.318, 0.131, 0.918], [-0.772, 1.343, -0.088], [-0.098, -0.476, 0.347], [0.497, 0.366, -0.253], [-0.282, -0.580, 0.352], [0.832, -1.845, 0.628], [0.051, -0.008, -0.161], [0.141, -0.015, -0.216], [0.107, -0.114, -0.301], [-0.193, -0.023, -0.243], [0.205, 0.286, -0.040], [0.169, 0.275, -0.223], [-0.046, 0.061, -0.142], [-0.006, 0.003, -0.094], [-0.015, 0.006, -0.074], [-0.155, -0.090, -0.238], [-0.157, 0.765, -0.290], [-0.295, 0.004, -0.372], [0.142, 0.445, 0.069], [0.120, -1.372, -1.160], [-0.527, 1.273, 0.835], [-0.177, -1.082, -0.524], [-0.225, 0.272, -0.586], [-0.011, -0.181, 0.190], [0.153, 0.016, -0.023], [0.010, 0.060, 0.198], [0.277, 0.192, -0.093], [0.018, 0.020, 0.250], [0.220, 0.294, 0.115], [0.078, -0.033, 0.265], [0.114, 0.187, 0.030], [-0.166, 0.385, 0.085], [0.106, -0.328, 0.646], [0.318, -0.163, 0.139], [0.122, -0.355, 0.091], [-0.014, -0.090, 0.039], [0.038, 0.386, -0.326], [0.107, 0.044, -0.253], [0.167, 0.188, 0.083], [-0.010, -0.039, 0.013], [0.128, -0.088, -0.030], [-0.313, 0.043, 0.178], [-0.148, -0.057, 0.207], [-0.203, 0.072, -0.292], [0.217, -0.119, 0.476], [0.124, 0.325, 0.399], [0.088, -0.007, 0.046], [-0.003, -0.027, -0.007], [0.009, -0.027, 0.063], [-0.014, -0.009, -0.237], [-0.053, 0.014, -0.260], [-0.029, -0.211, -0.124], [0.445, -0.482, 0.931], [0.093, 0.050, 0.779], [-0.506, 0.033, -0.549], [-0.003, 0.358, -0.841], [0.091, -0.372, -0.427], [-0.199, 0.444, 0.178], [0.172, -0.014, -0.113], [-0.197, -0.100, -0.050], [0.017, 0.063, 0.061], [-0.029, -0.859, 0.157], [0.175, 0.705, -0.212], [-0.349, 0.476, 0.527], [-0.044, 0.084, -0.047], [0.088, 0.179, -0.228], [-0.173, 0.220, -0.015], [-0.145, -0.186, -0.100], [0.088, -0.001, 0.000], [0.180, -0.723, -0.084]],
  "mulliken_charge": [-1.15, 0.14, 0.97, -0.52, -0.89, -0.82, 0.44, 0.33, -0.11, 0.32, -0.09, -0.42, 0.41, 0.50, 0.14, 0.35, 0.26, -0.75, 1.59, -1.54, 0.25, -1.28, -0.63, 0.42, -0.16, 0.02, -0.25, 0.49, 0.32, 0.23, 0.39, 0.43, 0.29, 0.27, -1.18, 0.85, -0.98, -0.09, 0.05, -0.74, 0.34, 0.45, 0.06, 0.18, 0.34, 0.34, -0.70, 0.26, 0.50, 0.24, 0.26, -1.42, 0.76, -0.16, -0.56, 0.08, -0.72, 0.43, 0.28, 0.32, 0.24, -0.44, 0.46, -0.29, 0.63, -0.30, 0.21, 0.30, -0.80, 0.24, 0.20, -0.46, -0.61, -0.76, 0.44, 0.27, -0.23, 0.27, -0.07, 0.24, 0.30, 0.17, 0.27, 0.39, 0.20, -0.04, 1.24, 0.60, -0.37, -0.84, -0.62, 0.38, -0.26, -0.70, -0.50, -1.05, 0.66, 0.28, 0.27, 0.35, 0.32, 0.32, -1.47, 2.94, -0.68, -0.50, -0.20, 0.50, 0.16, 0.40, 0.31, -1.96, 0.30, 0.24, 0.44, 0.14, -0.05, -0.65, 0.24, -1.43, 0.70, 0.54, -0.57, 0.57, 0.29, 0.40, 0.34, 0.13, -0.08, -0.52, 0.09, -0.43, -0.05, 0.10, 0.25, -0.49, 0.18, 0.67, -0.47, -0.42, -0.77, -0.55, 0.54, -0.65, -0.07, 0.04, 0.25, 0.11, 0.31, 0.29, 0.28, -0.13, 0.41, -0.29, 1.93, 0.40, -0.36, 1.63, 0.07, -1.19, 0.09, 0.18, -1.24, 0.30, -0.60, -0.44, -0.49, 0.20, 0.04, -0.18, -0.69, 0.56, -0.62, 0.19, 0.41, 0.01, 0.07, -0.22, 0.38, -1.06, 0.50, -0.53, 0.09, 0.32, 0.41, 0.31, -0.34, 0.28, -0.54, -0.14, -0.56, -0.08, 0.02, 0.48, 0.59, -0.12, 0.28, -1.44, 0.47, -0.11, 0.31, 0.27, 0.41, 0.31, -0.17, -0.09]
}